# 1
A structure of composition C28H46InO48S11 at a distorted geometry, computed with wB97M-V/def2-TZVPD.

Each line ends with the Mulliken charge.
Element x y z (Å)
In -0.74799 3.88193 3.04834  1.0177
C -0.73495 1.20057 -1.33546  0.1275
C -0.21724 -0.09707 -1.50309  0.1070
C 0.19576 -0.94900 -0.34522  -0.1051
O 0.67994 -2.09145 -0.45889  -0.3451
C 0.02590 -0.43938 0.91996  -0.3855
C -0.58680 0.81196 1.24362  -0.4395
C -0.96858 1.71497 0.01132  -0.1240
O -1.24842 2.84804 0.34004  -0.1256
O -0.89349 1.10654 2.36777  0.5872
O -0.24931 -0.51621 -2.67025  -0.4400
H -0.81688 1.83144 -2.20971  0.6073
H 0.36398 -1.10472 1.70965  0.7338
C 4.30230 0.06395 5.45284  -0.4188
C 3.18999 -0.23562 6.47095  -0.2966
O 2.03544 -0.25001 5.62050  -0.1827
S 2.21987 0.55622 4.20742  0.7488
O 1.27923 1.62925 4.11551  -0.4513
O 2.14212 -0.38942 3.12544  -0.3823
O 3.69070 1.01832 4.58816  -0.3008
H 4.57053 -0.82788 4.88436  0.2654
H 5.20243 0.54907 5.81949  0.3330
H 3.03161 0.54827 7.21651  0.2811
H 3.20194 -1.16538 7.03553  0.3421
C -3.79697 -0.67424 -4.77810  -0.4488
C -2.33844 -0.33782 -4.55796  0.4938
O -2.28198 1.08827 -4.39267  0.0387
S -3.63529 1.80937 -4.92822  1.2095
O -3.42049 2.72165 -6.01086  -0.5771
O -4.37633 2.34031 -3.79362  -0.5580
O -4.31776 0.44375 -5.50181  -0.3877
H -4.34740 -0.66454 -3.83263  0.3131
H -3.95247 -1.52822 -5.42982  0.3206
H -1.84782 -0.67664 -5.47454  0.1045
H -1.84903 -0.83031 -3.72169  -0.2447
C -0.49697 -2.64026 4.22357  0.5687
C -0.64445 -3.06695 5.66941  -0.2952
O -1.93909 -3.68764 5.66814  -0.4268
S -2.17104 -4.50160 4.22878  1.0395
O -3.46317 -4.18286 3.68718  -0.5352
O -1.73370 -5.83705 4.47250  -0.5429
O -1.01640 -3.70603 3.48027  -0.2475
H 0.56277 -2.43777 4.07126  0.1759
H -1.16608 -1.79458 4.02303  -0.3773
H -0.54143 -2.22660 6.34580  0.1380
H 0.13017 -3.81948 5.84161  0.4884
C -3.38566 -1.28334 1.71807  0.3448
C -3.81642 -0.58512 0.43934  0.0892
O -3.71192 0.79793 0.79679  -0.2507
S -4.27366 1.03787 2.29560  0.8758
O -5.69761 1.05767 2.36480  -0.5712
O -3.57048 2.11545 2.90569  -0.4731
O -3.68449 -0.40365 2.79554  -0.2139
H -2.30820 -1.45381 1.82088  -0.5863
H -3.86534 -2.25729 1.81458  0.5130
H -4.84064 -0.85001 0.17118  0.2832
H -3.19537 -0.67420 -0.45039  -0.0540
C 3.72993 -0.09420 -2.44200  0.1259
C 4.00241 -0.93550 -1.19242  0.2553
O 4.59975 -2.09963 -1.69988  -0.2414
S 5.54500 -1.83724 -3.00391  1.1049
O 5.21856 -2.79076 -3.98249  -0.4827
O 6.88338 -1.50519 -2.57303  -0.5387
O 4.78930 -0.41531 -3.32568  -0.4138
H 3.77509 0.98302 -2.27170  0.3661
H 2.73427 -0.23609 -2.87354  -0.1406
H 3.15887 -1.23323 -0.56617  -0.3558
H 4.63605 -0.46286 -0.43482  0.3318
C 1.92801 0.62820 -6.24825  -0.2331
C 0.80691 1.18489 -5.39069  1.0029
O -0.25069 1.24390 -6.34830  -0.3805
S 0.32924 1.82120 -7.78580  1.1671
O 0.43990 3.24804 -7.75001  -0.5590
O -0.30792 1.14713 -8.86407  -0.5292
O 1.78671 1.22385 -7.52933  -0.3737
H 2.02284 -0.45286 -6.33677  0.3668
H 2.87633 1.04346 -5.89289  0.2769
H 1.02967 2.18890 -5.02232  -0.0170
H 0.47045 0.49680 -4.61843  -0.7921
C 1.13756 -3.41787 -3.37845  1.5635
C -0.07911 -4.18816 -2.76996  0.0137
O -0.20233 -5.36724 -3.49941  -0.4204
S 1.14151 -5.76383 -4.27379  0.9925
O 0.82797 -6.30579 -5.54434  -0.5513
O 2.00700 -6.48952 -3.39588  -0.4792
O 1.58915 -4.20605 -4.46519  -0.3752
H 2.02279 -3.29014 -2.75138  -0.4503
H 0.74357 -2.45950 -3.70847  -0.6245
H -0.95527 -3.57072 -2.97295  0.1341
H 0.04295 -4.25541 -1.68763  0.2634
C -3.04985 5.05977 -1.63350  0.3540
C -4.27194 4.36539 -1.07888  -0.2976
O -4.13149 4.55927 0.32298  -0.2130
S -3.48761 6.02401 0.63428  0.9130
O -2.38472 5.85503 1.54064  -0.4453
O -4.50370 7.00288 0.91172  -0.5730
O -2.90314 6.25621 -0.89683  -0.3342
H -3.17990 5.24332 -2.69857  0.6010
H -2.21724 4.37628 -1.44802  -0.4971
H -4.27340 3.30132 -1.33201  0.1014
H -5.27599 4.58819 -1.44904  0.3398
C 3.23633 -5.02644 -0.47842  0.6972
C 2.83010 -4.56967 0.92829  -0.0047
O 3.84713 -4.99149 1.81903  -0.3153
S 4.68229 -6.22577 1.28138  0.9813
O 4.23249 -7.44673 1.88838  -0.5401
O 6.06255 -5.94682 1.44096  -0.5350
O 4.14711 -6.11064 -0.27179  -0.3566
H 3.66498 -4.24855 -1.10341  -0.2627
H 2.31694 -5.44855 -0.88212  0.0912
H 1.86484 -4.98449 1.22541  0.2568
H 2.79706 -3.49656 1.12362  -0.0670
C -1.49002 1.86021 8.28431  -0.5292
C -0.66663 0.59181 8.11732  -0.2342
O -0.92803 0.06651 6.82943  -0.1694
S -1.97181 0.98809 5.99720  1.1183
O -3.04049 0.29133 5.38366  -0.5903
O -1.22461 1.95126 5.20294  -0.6252
O -2.52673 1.81603 7.26895  -0.3692
H -1.02399 2.81694 8.01459  0.2548
H -1.84862 2.17849 9.26253  0.3711
H -0.80799 -0.18633 8.87075  0.3448
H 0.40444 0.76661 8.25530  0.1688
C 0.77369 4.69505 -2.70898  0.3697
C 0.32602 6.14228 -2.97596  -0.4597
O -0.06507 6.54311 -1.63428  -0.2474
S 0.98664 6.02152 -0.58756  0.7418
O 0.34161 5.63638 0.63796  -0.2703
O 2.17858 6.81755 -0.56526  -0.5834
O 1.34232 4.68114 -1.41435  -0.2449
H 1.49942 4.34267 -3.44336  0.3364
H -0.05937 3.99117 -2.79000  -0.3227
H -0.54413 6.28812 -3.60457  0.3260
H 1.18714 6.74514 -3.26135  0.3531

Properties
LUMO energy: -8.65 eV
HOMO: -12.63 eV
Charge: +1

# 2
A structure of composition C28H47BrNOP3Pb at a distorted geometry, computed with wB97M-V/def2-TZVPD.

Each line ends with the Mulliken charge.
Element x y z (Å)
C 2.17275 4.89430 -0.70734  -0.2328
C 1.02128 4.69649 -1.49706  0.8533
C 1.18057 4.08833 -2.75592  -0.2959
C 2.37293 3.40396 -2.99223  -0.4925
N 3.37605 3.37163 -2.11623  0.0666
C 3.32560 4.17443 -1.05304  -0.6513
C -0.28484 4.88375 -0.91930  -0.2242
C -1.33856 4.67061 -0.30527  -0.3771
C -2.22971 3.88070 0.51397  0.5313
C -1.63381 3.30954 1.66224  -0.1037
C -2.33771 2.30735 2.34584  -1.0076
C -3.26942 1.65843 1.56577  -0.2506
C -3.99055 2.19841 0.53946  -0.3112
C -3.54622 3.48839 0.14588  -0.7179
Pb -1.45767 -0.19224 1.24724  1.8545
P 1.94451 -0.61538 -0.11204  0.3980
H 0.35963 3.98329 -3.45209  0.5238
H 2.13146 5.44416 0.23430  0.5180
H 2.52924 2.84337 -3.91068  0.4775
H 4.23091 4.24124 -0.44581  0.4485
H -4.14313 4.12779 -0.51825  0.5243
H -0.65682 3.62350 2.05747  0.5865
H -4.84374 1.70630 0.04428  0.5949
H -2.03438 1.96278 3.32749  0.7168
C 2.71131 -2.26709 0.20675  -0.6875
C 3.86128 -2.75709 -0.66387  -1.3501
H 1.86286 -2.96823 0.11845  0.4534
H 3.01977 -2.27406 1.26404  0.4584
H 4.08298 -3.79466 -0.38237  0.4453
H 3.61810 -2.76684 -1.73233  0.2787
H 4.79020 -2.19255 -0.50974  0.2505
C 2.18426 -0.23638 -1.92704  -0.2845
C 3.53061 0.22635 -2.45573  -1.1390
H 1.43030 0.55185 -2.10584  0.2757
H 1.85249 -1.13101 -2.47837  0.3379
H 3.44585 0.32140 -3.54418  0.4603
H 3.81125 1.22757 -2.10734  0.0352
H 4.34898 -0.47928 -2.26868  0.2676
C 3.06897 0.58331 0.72979  0.2661
C 4.55378 0.26855 0.86114  -1.4407
H 2.62173 0.67525 1.73691  0.2104
H 2.93635 1.55548 0.22821  -0.1454
H 5.01271 1.04392 1.48682  0.4639
H 4.75085 -0.68867 1.35579  0.3169
H 5.08709 0.29197 -0.09771  0.2614
Br -3.81232 -0.89002 2.09558  -0.2569
P -1.98950 -2.02115 -1.50697  0.3926
C -0.95677 -2.80236 -2.79152  -0.2780
C -1.46281 -4.12661 -3.35343  -1.3851
H 0.02698 -2.95899 -2.30803  0.2614
H -0.82405 -2.06737 -3.60095  0.4759
H -0.76077 -4.47657 -4.11698  0.4208
H -1.51752 -4.91642 -2.59691  0.3752
H -2.44103 -4.04557 -3.84273  0.3039
C -3.09754 -3.31747 -0.84753  -0.4352
C -4.50157 -3.44755 -1.40875  -1.3328
H -3.17320 -3.09536 0.23117  0.3097
H -2.56423 -4.27145 -0.95783  0.4968
H -5.01338 -4.24964 -0.86736  0.4364
H -5.10866 -2.55011 -1.26387  0.3114
H -4.53664 -3.72656 -2.46583  0.2480
C -3.02991 -0.77085 -2.34727  -0.3620
C -3.50221 -1.09531 -3.76500  -1.2657
H -2.39626 0.13544 -2.39255  0.5160
H -3.88705 -0.53995 -1.69512  0.3175
H -4.12918 -0.26994 -4.12644  0.4055
H -2.66570 -1.18296 -4.46985  0.3387
H -4.12408 -1.99747 -3.83927  0.2533
C -1.43770 -0.97496 5.83653  -1.0999
P -0.15687 -0.44416 4.69168  1.0127
C 0.13539 1.33232 4.76820  -1.0702
C 1.40533 -1.23896 5.08369  -1.0672
O -0.59965 -0.90620 3.30233  -0.6778
H -1.47986 -2.07332 5.79425  0.3524
H -2.41237 -0.59368 5.49792  0.3051
H -1.26189 -0.66350 6.87490  0.4269
H 0.21710 1.65571 5.82031  0.4549
H 1.07356 1.57435 4.23861  0.2817
H -0.66236 1.91644 4.29142  0.3149
H 1.27654 -2.31843 4.93534  0.3678
H 2.16798 -0.87994 4.37881  0.2749
H 1.74209 -1.04238 6.11008  0.4131

Properties
LUMO energy (spin up / spin down): -14.14 / -14.73 eV
HOMO (spin up / spin down): -18.23 / -18.29 eV
Charge: +4